Version w
Here is 2 unconnected molecules or ions with the total composition C5H7FO from OMol25. Energies are from ωB97M-V/def2-TZVPD.

As for the HOMO-LUMO gap (spin up / spin down): 8.3098 / 8.3125 eV.

Geometry (Å):
C -0.07094 1.96777 0.64208
C 0.35445 0.88323 0.03691
C -1.94942 0.01498 -0.15574
C 0.64700 -1.61769 -0.08891
C 1.28297 -0.17244 -0.26671
O -2.70781 0.38072 0.64210
F -2.45784 -0.47212 -1.37371
H 0.53578 2.75215 0.99000
H -1.11024 2.04704 0.89459
H -0.16960 -1.61212 0.69206
H 0.20217 -1.88925 -1.03224
H 1.61955 -2.16673 0.11622
H 1.57896 -0.15577 -1.29466
H 2.24498 0.04022 0.19802



Version x
Here is a single C5H7FO molecule from OMol25. Energies are from ωB97M-V/def2-TZVPD.

As for the SMILES: C=CO/C(C)=C/F. As for the HOMO-LUMO gap: 9.8068 eV.

Geometry (Å):
C -2.70584 1.19599 0.49290
C -1.41582 1.09838 0.20500
O -0.60462 0.19416 0.79596
C 0.56152 -0.21298 0.16061
C 1.47551 -0.62809 1.19767
C 0.69401 -0.35991 -1.17702
F 1.73910 -1.13299 -1.65991
H -3.06143 0.48041 1.21809
H -3.15763 2.11621 0.22678
H -0.91239 1.66775 -0.64634
H 2.53628 -0.74081 0.84231
H 0.92130 -1.53403 1.62674
H 1.39967 0.34567 1.90407
H -0.19702 -0.25198 -1.87510



Version y
Here is a single C5H7FO molecule from OMol25. Energies are from ωB97M-V/def2-TZVPD.

As for the SMILES: C=C(F)CC(C)=O. As for the HOMO-LUMO gap: 10.4010 eV.

Geometry (Å):
C 2.05241 1.30491 -0.49854
C 1.25686 0.35074 -0.07860
F 1.65887 -0.93400 -0.23795
C 0.01031 0.52241 0.75491
C -1.35709 0.00448 0.16158
C -1.43907 -1.47125 -0.23557
O -2.32589 0.72730 0.13422
H 1.77105 2.31439 -0.31011
H 2.75909 1.07833 -1.32244
H 0.13121 0.01754 1.70372
H -0.13513 1.56626 0.95718
H -0.38397 -1.86569 -0.29075
H -1.90416 -1.61440 -1.19506
H -2.09450 -2.00103 0.45741



Most stable structure, least stable structure: version y, version w.



Version w
Here is 2 unconnected molecules or ions with the total composition C2H3NO4 from OMol25. Energies are from ωB97M-V/def2-TZVPD.

As for the SMILES: O=C=NO.O=CO. As for the HOMO-LUMO gap: 9.6075 eV.

Geometry (Å):
O -2.04628 1.36795 2.15834
C -1.39072 1.39713 1.19718
N -0.50039 1.28731 0.38606
O -0.18226 1.97429 -0.70080
H 0.44187 1.45909 -1.25591
O 1.12962 -0.54067 -1.57669
C 0.72604 -1.33889 -0.75373
O 0.78618 -1.21196 0.55351
H 0.40026 -2.38081 -1.16738
H 0.63568 -2.01344 1.15943



Version x
Here is a single C2H3NO4 molecule from OMol25. Energies are from ωB97M-V/def2-TZVPD.

As for the SMILES: O=NOCC(=O)O. As for the HOMO-LUMO gap: 9.0701 eV.

Geometry (Å):
O -0.49888 -0.11274 2.60762
N 0.36857 0.07009 1.82973
O 0.25316 -0.94681 0.50792
C 0.84717 -0.24335 -0.58240
C -0.33904 0.65729 -0.56217
O -0.28337 1.77442 0.01886
O -1.55457 0.18147 -0.91996
H 0.92722 -0.84920 -1.48819
H 1.78704 0.24153 -0.30248
H -1.50731 -0.77272 -1.10894



Most stable structure, least stable structure: version w, version x.



Version w
Here is a gas-phase ion, C6H10N3 (charge +1) from OMol25. Energies are from ωB97M-V/def2-TZVPD.

As for the SMILES: C[C@@H]1Cc2[nH+]ccn2N1. As for the HOMO-LUMO gap: 10.6452 eV. Its total charge is +1.

Geometry (Å):
C 0.83677 -2.47246 0.54833
C -0.07495 -1.21751 0.89335
C -1.08199 -0.75857 -0.20751
C -0.56591 0.56484 -0.57272
N -0.97684 1.56862 -1.35559
C -0.19625 2.67505 -1.11176
C 0.64193 2.35325 -0.05661
N 0.36129 1.02651 0.24298
N 0.68951 -0.01483 1.22456
H 1.65164 -2.12407 -0.01990
H 0.37804 -3.16987 -0.01433
H 1.14380 -2.87816 1.39635
H -0.54729 -1.47622 1.83575
H -2.06087 -0.81297 0.15492
H -1.16066 -1.30501 -1.20001
H -1.83453 1.57754 -1.81141
H -0.40820 3.71214 -1.47881
H 1.52629 2.83271 0.42263
H 1.67823 -0.08099 1.10977



Version x
Here is a gas-phase ion, C6H10N3 (charge +1) from OMol25. Energies are from ωB97M-V/def2-TZVPD.

As for the SMILES: CC1=[NH+]C[C@@](C)(C#N)N1. As for the HOMO-LUMO gap: 11.4847 eV. Its total charge is +1.

Geometry (Å):
C -2.38636 1.33905 0.34867
C -1.14955 0.53605 -0.04208
N -1.00832 -0.26862 -1.11991
C 0.33435 -0.86076 -1.24283
C 1.11789 -0.30818 0.00792
C 1.55350 -1.27470 1.14542
C 2.15734 0.62009 -0.38529
N 3.01649 1.32668 -0.65440
N -0.09713 0.47498 0.69809
H -3.02034 1.43815 -0.58878
H -2.10782 2.35832 0.66210
H -2.89645 0.81019 1.01276
H -1.63234 -0.29367 -1.88078
H 0.75099 -0.54520 -2.22452
H 0.33620 -2.02373 -1.33872
H 0.69525 -1.98532 1.13344
H 1.57301 -0.63089 2.04943
H 2.52138 -1.61141 0.85038
H 0.24192 0.89897 1.56909



Version y
Here is a gas-phase ion, C6H10N3 (charge +1) from OMol25. Energies are from ωB97M-V/def2-TZVPD.

As for the SMILES: C=[NH+]/C=C\CN=C=CN. As for the HOMO-LUMO gap: 6.8405 eV. Its total charge is +1.

Geometry (Å):
C -2.19822 -2.07431 0.14072
N -1.84147 -0.86507 0.20311
C -2.13665 0.29635 -0.48010
C -1.51012 1.41699 -0.25998
C -0.22006 1.66938 0.40526
N 0.35024 0.40631 0.84933
C 1.48152 0.07591 0.51652
C 2.71796 -0.25070 0.37780
N 3.43103 -0.83038 -0.69756
H -3.17090 -2.28944 -0.33173
H -1.83251 -2.79091 0.86408
H -0.91159 -0.77946 0.68278
H -3.01144 0.28961 -1.11467
H -1.68561 2.41964 -0.80714
H 0.49277 2.15126 -0.25789
H -0.40610 2.49639 1.08093
H 3.41153 -0.10436 1.30516
H 2.74126 -0.92623 -1.39375
H 4.29836 -0.31098 -1.08288



Version z
Here is a gas-phase ion, C6H10N3 (charge +1) from OMol25. Energies are from ωB97M-V/def2-TZVPD.

As for the SMILES: [H]/N=C(C#C)\C(=N\[H])[C@@H](C)[NH3+]. As for the HOMO-LUMO gap: 9.2651 eV. Its total charge is +1.

Geometry (Å):
H -2.40048 2.31502 0.91011
N -2.62257 1.42564 0.49283
C -1.76628 0.55255 0.17686
C -2.06147 -0.79988 -0.20152
C -2.33341 -1.80116 -0.79600
C -0.25092 0.95644 -0.11075
N -0.01621 2.18485 -0.27890
H 0.93037 2.40103 -0.38487
C 0.77389 -0.20664 -0.23310
C 2.18586 0.32176 -0.39398
N 0.68743 -1.15625 0.93274
H -2.59839 -2.70656 -1.25656
H 0.46647 -0.80189 -1.12302
H 2.23592 1.07529 0.31212
H 2.36782 0.89442 -1.26929
H 2.95021 -0.43697 -0.49715
H 0.95753 -2.18563 0.76067
H -0.40076 -1.36395 1.09142
H 0.89500 -0.66807 1.86838



Most stable structure, least stable structure: version x, version z.



Version w
Here is a gas-phase ion, C6H10N3 (charge +1) from OMol25. Energies are from ωB97M-V/def2-TZVPD.

As for the SMILES: N[C@H]1N=CC=C[C@@H]1C=[NH2+]. As for the HOMO-LUMO gap: 8.5503 eV. Its total charge is +1.

Geometry (Å):
N 0.81981 1.79935 -0.31586
C -0.10530 0.92139 0.33306
N -1.45822 1.25418 0.19884
C -2.39307 0.41516 0.06719
C -2.19044 -1.02260 -0.02006
C -0.95740 -1.50717 -0.16946
C 0.21703 -0.59520 -0.33767
C 1.46401 -1.00079 0.25489
N 2.54832 -0.30719 0.07885
H 0.98801 2.63857 0.22575
H 0.47228 2.08181 -1.22788
H 0.13174 0.87826 1.40505
H -3.39939 0.81170 0.02978
H -3.05350 -1.66341 0.04396
H -0.76628 -2.56904 -0.25026
H 0.33913 -0.34151 -1.39744
H 1.48975 -1.85408 0.92506
H 3.41285 -0.53934 0.54691
H 2.44067 0.59992 -0.39070



Version x
Here is 2 unconnected molecules or ions with the total composition C6H10N3 from OMol25. Energies are from ωB97M-V/def2-TZVPD.

As for the HOMO-LUMO gap: 9.1449 eV. Its total charge is +1.

Geometry (Å):
C -0.39994 -1.57893 -0.78756
C -0.25598 -0.57319 -1.71327
C -0.99484 0.44807 0.07528
C -0.56983 -1.44195 1.68001
C -0.80501 -0.90094 0.46509
C -0.57374 1.77648 -2.00349
N -0.62913 0.60137 -1.20798
N -0.36523 -2.07415 2.63011
N 1.84400 0.23014 1.92592
H 0.00187 -2.57437 -0.98739
H -0.20561 -0.56262 -2.73285
H -1.52026 1.19726 0.56587
H -0.05693 1.67241 -2.87848
H -1.55212 2.09754 -2.18973
H -0.15477 2.54176 -1.45261
H 0.28973 -2.47857 3.33365
H 1.58854 1.06171 2.44392
H 1.49561 0.19061 1.04761
H 2.86365 0.36736 1.78588



Version y
Here is 2 unconnected molecules or ions with the total composition C6H10N3 from OMol25. Energies are from ωB97M-V/def2-TZVPD.

As for the HOMO-LUMO gap: 8.7918 eV. Its total charge is +1.

Geometry (Å):
C 1.50099 -1.10475 1.23016
C 0.53335 -0.21986 1.57647
C -3.12307 0.65984 -0.18923
C -2.10919 1.28206 -0.67398
C 2.41756 -1.63830 -1.16266
C -1.21385 2.04045 0.05418
N 0.80009 -0.07394 -0.54742
N 1.59643 -1.02988 -0.09122
N 0.14231 0.33531 0.46124
H 2.06940 -1.78639 1.81709
H 0.34041 0.11062 2.58014
H -3.75635 -0.02023 -0.74673
H -3.45224 0.82905 0.80195
H -1.79248 0.96662 -1.62428
H 2.98020 -2.44788 -0.84416
H 1.65945 -1.89993 -1.92695
H 3.13324 -0.87397 -1.38795
H -0.46982 2.65209 -0.47136
H -1.25644 2.21910 1.14472



Most stable structure, least stable structure: version w, version y.



Version w
Here is a single C23H25N3O3 molecule from OMol25. Energies are from ωB97M-V/def2-TZVPD.

As for the SMILES: CCCC(=O)Nc1ccc(N2CCN(C(=O)c3cc4ccccc4o3)CC2)cc1. As for the HOMO-LUMO gap: 6.8099 eV.

Geometry (Å):
C 0.45214 -3.99357 8.70766
C 0.21093 -2.98199 7.42224
C 1.09484 -1.67913 7.50790
C 0.73818 -0.77160 6.44343
O -0.10287 0.32247 6.57451
N 1.37181 -1.24935 5.44515
C 1.28347 -0.81219 4.18232
C 0.76196 0.55332 3.76586
C 0.79324 1.00103 2.50046
C 1.42758 0.34374 1.41835
N 1.55003 0.99115 0.19656
C 2.38756 0.25053 -0.76782
C 1.77721 -0.85050 -1.60217
N 0.70556 -0.27658 -2.37498
C 0.55280 -0.37859 -3.60451
O 1.47902 -0.61589 -4.25294
C -0.57482 0.15072 -4.19838
C -0.87549 0.08619 -5.61089
C -2.11514 0.77908 -5.79681
C -2.68687 1.39647 -6.94042
C -3.98132 2.11153 -6.84899
C -4.41820 2.76312 -5.49059
C -3.31363 2.45886 -4.50784
C -2.44953 1.48650 -4.51621
O -1.56762 1.17089 -3.67856
C -0.17528 0.05614 -1.37662
C 0.21201 1.04558 -0.50584
C 2.40736 -0.90381 1.79505
C 2.34955 -1.24970 3.18055
H 0.23694 -3.38929 9.65412
H 1.59380 -4.06379 8.67106
H -0.20001 -4.89983 8.61769
H -0.73405 -2.88502 7.58291
H 0.60034 -3.51363 6.61748
H 0.54304 -1.14083 8.49227
H 2.22382 -1.84952 7.72470
H 1.92329 -2.00939 5.42426
H 0.01527 1.01642 4.36071
H 0.27156 1.85263 2.31346
H 3.20390 0.08458 -0.34409
H 2.53619 1.20680 -1.42755
H 2.53723 -1.36830 -2.36283
H 1.60077 -1.67305 -0.89050
H -0.48593 -0.44066 -6.21492
H -2.82532 0.80525 -7.80863
H -4.60782 2.28117 -7.64812
H -5.06016 3.49385 -5.40195
H -3.54461 2.95555 -3.51534
H -1.20039 0.62733 -1.74385
H -0.69950 -0.79236 -0.65601
H -0.38912 1.60880 0.28028
H 0.62435 1.97433 -1.08765
H 2.88306 -1.39478 1.02719
H 2.65821 -2.00236 3.39367



Version x
Here is a single C23H25N3O3 molecule from OMol25. Energies are from ωB97M-V/def2-TZVPD.

As for the SMILES: COc1cccc(-c2cccc(NC(=O)C3CCN(Cc4ccon4)CC3)c2)c1. As for the HOMO-LUMO gap: 8.6746 eV.

Geometry (Å):
C 4.89036 1.23860 6.04163
O 4.07357 1.21734 4.89860
C 4.30383 0.26430 3.95023
C 5.31240 -0.69027 4.01057
C 5.44714 -1.60420 2.97717
C 4.60097 -1.57671 1.88818
C 3.58432 -0.62378 1.81710
C 2.67505 -0.58097 0.66107
C 3.16007 -0.78212 -0.62854
C 2.29786 -0.73700 -1.70919
C 0.95105 -0.49518 -1.52164
C 0.45343 -0.29031 -0.23482
N -0.91967 -0.04818 -0.11253
C -1.63809 0.22736 1.00483
O -1.16476 0.29639 2.12109
C -3.13683 0.46545 0.80023
C -3.45885 1.74465 0.01655
C -3.37326 1.57334 -1.49658
N -4.20925 0.46826 -1.93311
C -4.33200 0.38853 -3.36714
C -3.08170 0.09640 -4.14748
C -2.98350 0.00951 -5.56397
C -1.67039 -0.26919 -5.77949
O -1.02653 -0.34604 -4.61484
N -1.91034 -0.11784 -3.60817
C -3.83694 -0.79801 -1.32639
C -3.90772 -0.71528 0.19613
C 1.31874 -0.33525 0.85087
C 3.44459 0.28709 2.85333
H 4.52012 2.05970 6.65379
H 5.93907 1.42454 5.78548
H 4.81572 0.30455 6.60856
H 5.99239 -0.73526 4.84671
H 6.22913 -2.34798 3.03236
H 4.70937 -2.30677 1.10042
H 4.21471 -0.95198 -0.78565
H 2.67779 -0.88889 -2.70911
H 0.28175 -0.46200 -2.36807
H -1.41121 -0.06503 -0.99599
H -3.50455 0.60778 1.82316
H -2.79282 2.55100 0.32847
H -4.48209 2.03523 0.26346
H -3.75869 2.48197 -1.97052
H -2.32754 1.45651 -1.81984
H -5.06546 -0.39066 -3.60598
H -4.73800 1.34000 -3.73002
H -3.76598 0.13594 -6.28106
H -1.09213 -0.42922 -6.66717
H -4.56092 -1.54694 -1.66445
H -2.84350 -1.13836 -1.65692
H -4.95693 -0.59585 0.47456
H -3.55008 -1.65354 0.62404
H 0.93049 -0.19447 1.84517
H 2.67582 1.04281 2.82493



Most stable structure, least stable structure: version x, version w.